This record from OMol25 describes a cluster of 2 separate species, C8H18N4O2 in total. The level of theory is wB97M-V/def2-TZVPD.

Calculated values
E_LUMO = 0.737 eV
Calculated total energy = -684.9331 Eh
Spin multiplicity = 1

Geometry (Å):
O (0.925, -3.098, 0.878)
N (-0.062, -2.420, 0.592)
O (-1.400, -2.998, 0.888)
C (-0.197, -1.289, -0.035)
N (0.690, -0.642, -0.824)
C (0.304, 0.696, -1.133)
C (0.368, 1.750, 0.012)
C (1.814, 1.984, 0.550)
C (2.422, 0.552, 1.005)
C (3.100, -0.066, -0.244)
C (2.114, -0.941, -1.036)
H (-1.371, -3.809, 1.325)
H (-1.157, -0.803, 0.100)
H (-0.725, 0.757, -1.445)
H (0.908, 1.082, -2.102)
H (-0.325, 1.556, 0.749)
H (0.066, 2.658, -0.394)
H (1.825, 2.514, 1.536)
H (2.341, 2.549, -0.268)
H (3.222, 0.803, 1.820)
H (1.658, -0.087, 1.483)
H (3.606, 0.737, -0.822)
H (4.048, -0.638, -0.023)
H (2.141, -0.824, -2.046)
H (2.069, -1.948, -0.717)
H (-4.780, 1.858, -1.283)
N (-4.410, 1.562, -0.377)
C (-4.125, 0.366, -0.319)
N (-3.719, -0.355, 0.781)
H (-4.124, -0.360, -1.180)
H (-3.441, -1.292, 0.827)
H (-3.783, 0.146, 1.705)

Force components x, y, z for each atom (eV/Å):
O 1.1 -0.8 0.0
N -1.4 0.2 0.0
O -0.6 3.6 -1.6
C -0.8 -0.6 0.5
N 0.2 1.0 0.4
C 0.7 2.6 -1.5
C 3.2 -0.6 -1.3
C -0.9 -1.6 1.3
C 2.1 2.2 0.0
C 1.3 -0.5 0.5
C -1.4 0.2 2.7
H 1.4 -2.2 1.3
H 0.0 -0.3 -0.4
H -0.6 -0.4 -0.4
H -1.1 -0.9 2.3
H -1.4 -0.9 1.8
H -0.8 1.7 -1.0
H -0.3 0.3 -1.2
H 0.1 -0.8 1.1
H -1.3 -0.7 -1.5
H 0.3 0.3 -0.3
H -1.0 -0.2 -0.1
H -1.3 -0.1 0.3
H 1.1 -0.1 -3.0
H 1.3 -1.3 0.0
H 0.4 -0.3 0.3
N -0.9 2.6 0.3
C 0.9 -4.6 -1.2
N -0.6 3.6 2.3
H -0.2 0.8 0.3
H 0.3 -1.3 -0.5
H 0.2 -0.9 -1.5

***

This record from OMol25 describes a cluster of 2 separate species, CN2O2 in total. The level of theory is wB97M-V/def2-TZVPD.

Calculated values
E_LUMO (spin up / spin down) = -0.129 / -4.080 eV
Calculated total energy = -297.9166 Eh
Spin multiplicity = 3

Geometry (Å):
C (0.665, 0.912, -0.613)
N (1.229, 0.452, -1.546)
N (-0.929, -0.992, 0.334)
O (-0.069, 0.914, 0.379)
O (-0.896, -1.286, 1.447)

Force components x, y, z for each atom (eV/Å):
C -2.9 -0.8 3.7
N 1.3 0.1 -1.7
N -0.6 -1.5 1.0
O 2.4 2.2 -2.2
O -0.1 0.0 -0.8

***

This record from OMol25 describes the molecule C3H5N3OS. The level of theory is wB97M-V/def2-TZVPD.

Calculated values
E_LUMO = 0.240 eV
Calculated total energy = -754.9210 Eh
Spin multiplicity = 1

Geometry (Å):
H (1.521, 2.377, -0.452)
N (1.569, 1.361, -0.352)
C (0.385, 0.880, -0.239)
O (-0.733, 1.674, -0.369)
N (-1.944, 1.343, 0.249)
C (-2.316, 0.131, 0.140)
S (-1.311, -1.110, -0.574)
N (0.140, -0.440, 0.074)
C (1.274, -1.348, 0.209)
H (-3.286, -0.129, 0.547)
H (1.712, -1.584, -0.778)
H (2.036, -0.883, 0.836)
H (0.955, -2.270, 0.710)

Force components x, y, z for each atom (eV/Å):
H 0.0 -0.2 0.0
N -1.4 -0.3 0.0
C 1.2 0.3 0.1
O 0.3 0.0 -0.2
N -0.4 -0.4 0.2
C 0.3 0.2 0.0
S 0.1 0.2 0.2
N 0.0 0.2 0.0
C 0.1 -0.3 -0.2
H 0.0 0.1 0.0
H -0.1 0.1 0.4
H -0.1 0.1 -0.2
H -0.1 0.2 -0.2

***

This record from OMol25 describes the molecule C26H28N2O6S2. The level of theory is wB97M-V/def2-TZVPD.

Calculated values
E_LUMO = -0.197 eV
Calculated total energy = -2364.9291 Eh
Spin multiplicity = 1

Geometry (Å):
C (-6.754, -3.544, -0.254)
C (-5.354, -3.021, 0.003)
O (-5.405, -1.596, -0.035)
C (-4.261, -0.945, 0.142)
O (-3.192, -1.516, 0.315)
C (-4.390, 0.505, 0.073)
C (-5.587, 1.282, -0.042)
C (-6.953, 0.748, 0.046)
C (-7.363, 0.049, 1.177)
C (-8.652, -0.442, 1.264)
C (-9.546, -0.239, 0.225)
C (-9.148, 0.467, -0.897)
C (-7.860, 0.963, -0.985)
C (-5.311, 2.603, -0.202)
S (-3.619, 2.969, -0.202)
C (-3.261, 1.305, 0.015)
N (-1.977, 0.846, 0.099)
C (-0.913, 1.691, 0.011)
O (-1.083, 2.888, -0.153)
C (0.432, 1.070, 0.118)
C (0.651, -0.204, 0.641)
C (1.941, -0.698, 0.723)
C (3.004, 0.069, 0.280)
S (4.646, -0.643, 0.452)
O (4.651, -1.896, -0.247)
O (4.955, -0.647, 1.854)
N (5.601, 0.466, -0.369)
C (6.390, -0.074, -1.460)
C (7.685, -0.704, -0.932)
C (8.587, -1.181, -2.059)
O (8.405, 0.247, -0.169)
C (7.670, 0.716, 0.946)
C (8.549, 1.699, 1.704)
C (6.361, 1.367, 0.479)
C (2.803, 1.333, -0.238)
C (1.516, 1.833, -0.314)
H (-6.751, -4.629, -0.226)
H (-7.103, -3.211, -1.227)
H (-7.437, -3.165, 0.502)
H (-4.646, -3.373, -0.757)
H (-4.981, -3.337, 0.985)
H (-6.667, -0.102, 1.990)
H (-8.963, -0.983, 2.146)
H (-10.551, -0.628, 0.293)
H (-9.844, 0.632, -1.707)
H (-7.545, 1.510, -1.861)
H (-6.022, 3.398, -0.297)
H (-1.914, -0.170, 0.201)
H (-0.166, -0.810, 1.004)
H (2.142, -1.677, 1.126)
H (5.781, -0.822, -1.965)
H (6.624, 0.746, -2.147)
H (7.400, -1.550, -0.281)
H (8.079, -1.941, -2.645)
H (9.500, -1.598, -1.643)
H (8.851, -0.344, -2.700)
H (7.404, -0.139, 1.591)
H (8.030, 2.057, 2.588)
H (9.470, 1.209, 2.002)
H (8.798, 2.541, 1.063)
H (5.740, 1.617, 1.338)
H (6.580, 2.271, -0.100)
H (3.648, 1.910, -0.578)
H (1.323, 2.821, -0.705)

Force components x, y, z for each atom (eV/Å):
C 0.3 0.3 0.1
C 0.1 -0.6 0.0
O 0.0 0.2 -0.1
C 0.3 -0.1 0.0
O -0.1 -0.1 0.0
C 0.3 0.3 0.0
C 0.2 0.3 -0.1
C -0.3 0.1 0.0
C -0.1 0.1 0.0
C 0.0 0.0 0.1
C -0.1 0.0 -0.1
C -0.2 0.0 0.0
C 0.1 0.0 0.1
C 0.3 -0.2 0.0
S -0.7 -0.2 0.0
C -0.4 0.2 0.0
N 0.2 -0.3 0.0
C -0.1 0.0 0.0
O 0.4 -0.1 0.0
C 0.5 0.0 0.0
C 0.1 0.2 -0.1
C 0.0 -0.2 0.1
C 0.5 -0.1 0.0
S -0.4 0.4 -0.2
O 0.0 0.1 -0.2
O 0.0 0.2 -0.1
N -0.7 -0.8 0.6
C 0.3 -0.5 -0.2
C -0.1 -0.2 -0.4
C -0.2 0.2 0.4
O 0.1 0.1 -0.1
C -0.1 0.3 0.3
C -0.2 -0.4 -0.3
C 0.3 0.1 0.5
C 0.0 0.1 0.0
C -0.2 -0.1 0.1
H 0.0 -0.1 0.0
H -0.1 0.0 -0.1
H -0.1 0.0 0.1
H -0.1 0.1 0.2
H 0.0 0.0 -0.2
H 0.1 0.0 0.1
H 0.0 0.0 0.1
H -0.1 0.0 0.0
H -0.1 0.0 -0.1
H 0.0 0.0 -0.1
H -0.2 0.2 0.0
H 0.1 0.3 0.0
H -0.1 -0.1 0.0
H -0.1 -0.2 0.1
H 0.2 0.0 -0.2
H 0.0 0.0 0.0
H 0.1 0.1 -0.1
H 0.0 -0.1 -0.1
H 0.1 -0.1 0.0
H 0.0 0.1 -0.1
H 0.1 0.1 -0.1
H 0.0 0.1 0.1
H 0.1 0.0 0.1
H 0.0 0.1 0.0
H 0.1 0.2 0.0
H 0.0 0.0 0.0
H 0.0 0.1 -0.1
H 0.0 0.1 0.0